{
  "formula": "C36H30ClN5O6ReSTe",
  "method": "ωB97M-V with the def2-TZVPD basis set",
  "total_charge": 0,
  "spin_multiplicity": 2,
  "fmax_ev_per_a": 0.29,
  "e_above_lowest_kcal_mol": 0.0,
  "e_homo_ha": [-0.2588, -0.2558],
  "symbols": ["Re", "O", "N", "N", "O", "C", "C", "C", "C", "C", "C", "H", "H", "H", "H", "H", "C", "C", "C", "C", "C", "C", "C", "C", "C", "S", "C", "N", "H", "H", "H", "H", "H", "H", "H", "H", "O", "C", "O", "C", "C", "Cl", "N", "N", "C", "C", "O", "O", "C", "C", "C", "C", "C", "C", "H", "H", "H", "H", "H", "H", "C", "C", "C", "C", "C", "C", "Te", "C", "C", "C", "H", "H", "H", "H", "H", "H", "H", "H", "H", "H", "H"],
  "xyz": [[0.55976, 0.56438, -1.29850], [0.72505, -0.95595, 0.12064], [1.04099, -0.67015, 1.32607], [1.09409, 0.57290, 1.53217], [0.80251, 1.41137, 0.55799], [1.42258, 1.11062, 2.81527], [1.54302, 2.48388, 2.93528], [1.84535, 3.01679, 4.18046], [2.02684, 2.18552, 5.27437], [1.90996, 0.80830, 5.12601], [1.60434, 0.25706, 3.89429], [1.40311, 3.11303, 2.06897], [1.94291, 4.08846, 4.28934], [2.26379, 2.60699, 6.24191], [2.05715, 0.15629, 5.97658], [1.50638, -0.81027, 3.76309], [-1.51171, 3.32670, -1.22367], [-0.10160, 3.68590, -1.57525], [0.15326, 5.05270, -1.83453], [1.41584, 5.47841, -2.08806], [2.47217, 4.54536, -2.08124], [3.80989, 4.94568, -2.28956], [4.80733, 4.01277, -2.26942], [4.49826, 2.66141, -2.05886], [3.20322, 2.23485, -1.86158], [2.84592, 0.53729, -1.69133], [2.15505, 3.18895, -1.85384], [0.85458, 2.77333, -1.61782], [-2.02394, 4.20802, -0.84241], [-1.54491, 2.54194, -0.47469], [-2.05710, 2.98832, -2.10664], [-0.67836, 5.74245, -1.81161], [1.62818, 6.52274, -2.28197], [4.02015, 5.99343, -2.46119], [5.83695, 4.30723, -2.42371], [5.28793, 1.92079, -2.06351], [-4.39691, 0.35679, -4.48429], [-4.69402, -0.05143, -3.26297], [-5.78706, -0.45738, -2.96372], [-3.59952, 0.00025, -2.24828], [-3.73061, -0.32881, -0.91253], [-5.06284, -0.87613, -0.02768], [-2.53453, -0.14095, -0.30174], [-1.62829, 0.29122, -1.19193], [-2.24443, 0.36453, -2.36027], [-1.39287, 0.80112, -3.50064], [-1.87541, 1.04492, -4.59732], [-0.14118, 0.94717, -3.20083], [-2.21030, -0.39457, 1.07017], [-2.08710, 0.66665, 1.95100], [-1.79273, 0.40183, 3.28060], [-1.63305, -0.90942, 3.70783], [-1.75443, -1.96117, 2.80896], [-2.04534, -1.70743, 1.47884], [-3.45150, 0.66087, -4.57889], [-2.22487, 1.68313, 1.60287], [-1.68869, 1.22011, 3.98101], [-1.40388, -1.11050, 4.74641], [-1.61228, -2.98251, 3.13618], [-2.11767, -2.51319, 0.75936], [-0.23012, -6.45224, 1.70884], [-0.06400, -5.37341, 0.67317], [-1.13688, -4.92735, -0.08048], [-0.99542, -3.92960, -1.04662], [-2.22074, -3.51514, -1.81780], [0.26529, -3.36152, -1.26105], [0.51233, -1.83819, -2.71820], [1.36950, -3.81505, -0.52016], [2.75539, -3.26942, -0.72842], [1.18284, -4.80662, 0.43482], [-1.27827, -6.72290, 1.83309], [0.15643, -6.13123, 2.67785], [0.31716, -7.35310, 1.42519], [-2.11715, -5.36522, 0.08027], [-3.11937, -3.95006, -1.37870], [-2.16124, -3.84023, -2.85806], [-2.32878, -2.43087, -1.84927], [2.79074, -2.18870, -0.59022], [3.09842, -3.46340, -1.74623], [3.45614, -3.73015, -0.03202], [2.03832, -5.14816, 1.00882]],
  "atomic_forces_ev_per_a": [[0.20, -0.06, 0.10], [0.11, 0.16, 0.08], [-0.02, -0.01, 0.02], [-0.04, -0.13, -0.03], [-0.10, 0.16, -0.06], [0.04, 0.02, -0.01], [-0.03, -0.01, 0.01], [0.00, 0.00, 0.01], [0.00, -0.01, 0.00], [-0.01, 0.00, 0.00], [0.04, 0.00, 0.00], [0.00, 0.00, 0.00], [0.00, 0.00, 0.00], [0.00, 0.00, 0.00], [0.00, 0.00, 0.00], [0.00, -0.01, 0.00], [-0.01, -0.02, -0.03], [-0.06, 0.03, 0.04], [0.03, 0.01, 0.02], [-0.02, -0.03, 0.00], [0.00, 0.04, 0.00], [0.00, -0.02, 0.00], [-0.02, 0.01, 0.01], [0.00, -0.02, 0.00], [0.02, 0.00, -0.02], [-0.15, 0.01, 0.00], [0.02, -0.05, -0.01], [0.07, -0.03, 0.03], [-0.01, 0.01, 0.00], [0.02, 0.04, -0.01], [0.00, 0.00, 0.01], [0.00, 0.00, 0.00], [0.00, 0.00, 0.00], [0.00, 0.00, 0.00], [0.00, 0.00, 0.00], [0.00, 0.00, 0.00], [-0.06, 0.06, 0.03], [0.02, -0.14, -0.06], [-0.01, 0.05, 0.01], [-0.01, 0.04, 0.02], [-0.03, 0.05, 0.05], [0.01, 0.01, 0.00], [-0.06, 0.01, -0.06], [-0.03, -0.02, -0.02], [0.07, 0.00, -0.05], [-0.01, 0.08, 0.02], [0.04, 0.01, 0.00], [-0.02, 0.01, 0.04], [0.03, -0.07, 0.05], [-0.02, 0.03, 0.02], [-0.03, 0.00, 0.00], [0.01, -0.01, -0.02], [0.01, 0.01, 0.02], [-0.01, 0.01, -0.03], [0.02, -0.06, -0.02], [0.00, -0.03, 0.00], [0.01, 0.00, 0.00], [0.00, 0.00, 0.00], [0.00, -0.01, 0.00], [0.00, 0.03, 0.04], [0.00, 0.00, 0.00], [0.02, 0.00, 0.01], [-0.01, 0.00, -0.02], [0.03, -0.04, 0.00], [-0.01, 0.00, -0.03], [0.01, 0.05, 0.02], [0.00, -0.18, -0.23], [0.00, -0.01, 0.02], [0.02, -0.01, -0.03], [-0.02, 0.01, 0.00], [0.00, 0.00, 0.00], [0.00, 0.00, 0.00], [0.00, 0.00, 0.00], [-0.01, 0.00, 0.00], [-0.01, -0.01, 0.00], [0.00, 0.01, 0.00], [0.00, -0.02, 0.00], [-0.01, -0.01, 0.01], [0.00, 0.01, 0.00], [0.00, -0.01, 0.00], [0.00, 0.00, 0.00]],
  "mulliken_spin": [0.785, 0.032, -0.018, 0.005, 0.033, -0.008, 0.007, 0.002, -0.001, 0.000, 0.000, 0.000, 0.000, 0.000, 0.000, 0.000, 0.010, 0.007, -0.010, 0.006, -0.010, 0.035, -0.019, 0.047, -0.031, 0.090, 0.043, -0.024, 0.001, 0.000, 0.000, 0.000, 0.000, 0.002, -0.001, 0.001, 0.000, 0.000, 0.000, 0.002, 0.003, 0.000, -0.027, 0.096, -0.004, -0.008, -0.001, -0.007, 0.002, 0.000, -0.002, 0.000, -0.001, -0.004, 0.000, 0.002, 0.000, 0.000, 0.000, 0.002, 0.001, -0.003, 0.003, 0.000, 0.003, 0.000, -0.036, -0.003, -0.001, 0.003, 0.000, 0.000, 0.000, 0.000, 0.000, 0.000, -0.002, 0.001, 0.000, 0.000, 0.000]
}



{
  "formula": "C8H7NO5",
  "method": "ωB97M-V with the def2-TZVPD basis set",
  "total_charge": 0,
  "spin_multiplicity": 1,
  "fmax_ev_per_a": 4.84,
  "e_above_lowest_kcal_mol": 146.5,
  "smiles": "O=C(O)[C@]1(C#CO)C[C@H]1/C=C/[N+](=O)[O-]",
  "e_homo_ha": -0.3455,
  "symbols": ["O", "C", "O", "C", "C", "C", "O", "C", "C", "C", "C", "N", "O", "O", "H", "H", "H", "H", "H", "H", "H"],
  "xyz": [[1.93014, -0.71030, 2.40149], [1.67924, -0.24642, 1.34877], [2.56863, 0.44119, 0.61183], [0.47561, -0.44766, 0.49991], [-0.34555, -1.47806, 1.08010], [-1.22888, -1.90434, 1.79116], [-2.15076, -2.65522, 2.35172], [0.77216, -0.51570, -0.96363], [0.03415, 0.64860, -0.44322], [-1.37881, 0.70351, -0.66220], [-1.91736, 1.92443, -0.67245], [-3.25985, 2.19209, -0.80848], [-4.03347, 1.24230, -0.95138], [-3.61983, 3.37697, -0.87376], [3.39836, 0.53312, 1.06202], [-1.85043, -3.15439, 3.08754], [1.79405, -0.54112, -1.28215], [0.18670, -1.11627, -1.67516], [0.61845, 1.47249, -0.35454], [-2.01114, -0.07437, -0.65026], [-1.45549, 2.88677, -0.65377]],
  "atomic_forces_ev_per_a": [[-0.02, -0.49, 1.66], [0.58, 0.48, -1.93], [0.05, 0.85, -0.53], [0.40, -2.08, 0.47], [-1.80, 0.92, 0.66], [0.25, -1.18, -0.24], [-0.60, 1.18, -1.33], [-0.28, -1.32, -1.91], [-0.03, -2.40, 0.06], [0.68, 4.78, 0.38], [1.72, 0.16, -0.04], [-3.86, -0.05, -1.17], [0.31, 0.58, 0.34], [0.62, -1.14, 0.35], [0.71, 0.02, 0.72], [0.76, -0.57, 1.13], [0.31, 0.78, 0.04], [-0.03, -0.27, 1.01], [1.01, 2.78, 0.32], [-1.84, -3.10, -0.18], [1.06, 0.08, 0.19]],
  "mulliken_charge": [-0.541, 0.308, -0.435, 1.605, -1.843, 0.733, -0.501, -0.945, 0.171, -0.283, -1.000, 0.928, -0.570, -0.579, 0.343, 0.352, 0.244, 0.293, 0.592, 0.662, 0.466]
}



Q: Number 2 is which compound?
A: C8H7NO5